1.
A molecular structure, C40H84N4O12 in a non-equilibrium geometry. Source: the OMol25 dataset; level of theory: ωB97M-V/def2-TZVPD.

ΔE to the lowest compared entry with this formula, charge and spin   26.363 eV
E_LUMO   0.1 eV

Each line ends with the Löwdin charge.
Element x y z (Å)
C1 1.2270 -0.3071 4.1640  -0.107
C2 -0.1915 -0.8797 4.1128  -0.151
C3 -0.7700 -0.6859 2.6590  -0.079
N1 -2.2823 -0.8415 2.4936  -0.112
C4 -3.0512 0.2623 3.3493  -0.010
C5 -4.6218 0.1963 2.9792  -0.137
C6 -4.9590 0.2067 1.5012  -0.166
C7 -4.0796 -0.6713 0.6452  -0.169
C8 -2.6209 -0.6866 0.9869  -0.105
C9 -2.8026 -2.2262 2.9135  0.040
H1 1.3600 0.7640 4.3159  0.129
H2 1.6487 -0.6858 3.2329  -0.063
H3 1.8043 -0.8169 4.9353  0.112
H4 -0.8073 -0.5028 4.9294  0.097
H5 -0.1372 -1.9503 4.3104  0.104
H6 -0.1962 -1.2915 1.9575  0.085
H7 -0.5837 0.3140 2.2673  0.129
H8 -2.6517 1.2574 3.1537  0.133
H9 -2.8330 0.0411 4.3941  0.109
H10 -5.1096 1.0584 3.4340  0.111
H11 -4.9978 -0.6729 3.5187  0.098
H12 -4.8394 1.1600 0.9863  0.123
H13 -5.9837 -0.1435 1.3766  0.124
H14 -4.1564 -0.2791 -0.3689  0.126
H15 -4.4605 -1.6919 0.6082  0.123
H16 -2.3214 0.3333 0.7456  0.141
H17 -2.1577 -1.3619 0.2674  0.048
H18 -2.3242 -2.9714 2.2779  0.018
H19 -3.8704 -2.3463 2.7307  0.117
H20 -2.6119 -2.4665 3.9594  0.123
C10 2.7672 -0.4017 2.4073  -0.126
C11 3.6693 0.7956 2.2388  -0.180
C12 3.1593 1.9423 1.3553  -0.109
N2 4.0120 3.2329 1.1595  -0.162
C13 3.4598 3.9204 -0.1186  -0.070
C14 3.9343 5.3738 -0.1948  -0.173
C15 3.8652 6.1861 1.0713  -0.193
C16 4.5575 5.4662 2.2480  -0.154
C17 3.9131 4.0870 2.4662  -0.099
C18 5.4807 2.8310 0.8167  0.036
H21 1.8112 -0.1037 2.8379  -0.036
H22 3.2994 -1.1825 2.9507  0.124
H23 2.5388 -0.8455 1.4384  0.089
H24 4.5715 0.3751 1.7946  0.102
H25 3.9743 1.1520 3.2226  0.111
H26 2.1643 2.1515 1.7481  0.089
H27 3.0444 1.4497 0.3898  0.104
H28 2.3750 3.9396 -0.0144  0.124
H29 3.7811 3.3119 -0.9639  0.125
H30 3.3100 5.9062 -0.9123  0.120
H31 4.9519 5.4485 -0.5784  0.108
H32 2.8144 6.3769 1.2893  0.118
H33 4.4468 7.1046 0.9922  0.112
H34 4.4544 6.0092 3.1875  0.122
H35 5.5567 5.2717 1.8583  0.094
H36 2.8501 4.2878 2.6003  0.010
H37 4.3989 3.5059 3.2501  0.122
H38 5.3203 2.0210 0.1051  0.102
H39 5.8757 2.4272 1.7489  0.096
H40 6.0890 3.6300 0.3928  0.094
C19 1.6925 -1.8975 -3.6263  -0.162
C20 1.2673 -2.9898 -2.7200  -0.168
C21 0.3728 -2.5422 -1.4981  -0.109
N3 0.1599 -3.6815 -0.5048  -0.127
C22 -0.6376 -3.1479 0.7703  -0.104
C23 -0.9883 -4.1448 1.8408  -0.155
C24 -1.6531 -5.4032 1.2019  -0.159
C25 -1.0033 -5.9620 -0.0932  -0.137
C26 -0.7092 -4.8688 -1.1508  -0.034
C27 1.5838 -4.1099 -0.0534  0.042
H41 0.9555 -1.1554 -3.9332  0.058
H42 2.0626 -2.3014 -4.5687  0.097
H43 2.5352 -1.3889 -3.1579  0.098
H44 2.0815 -3.6994 -2.5729  0.104
H45 0.5561 -3.5400 -3.3360  0.103
H46 -0.6488 -2.2100 -1.6829  0.089
H47 0.9444 -1.7617 -0.9960  0.112
H48 -1.4849 -2.6136 0.3405  0.076
H49 -0.0898 -2.3431 1.2605  0.088
H50 -1.7155 -3.6672 2.4974  0.034
H51 -0.1082 -4.4441 2.4099  0.118
H52 -2.6653 -5.0519 1.0015  0.099
H53 -1.8682 -6.1884 1.9266  0.109
H54 -1.6252 -6.7359 -0.5432  0.120
H55 -0.0883 -6.4141 0.2892  0.099
H56 -1.6636 -4.3938 -1.3781  0.113
H57 -0.2314 -5.2675 -2.0456  0.122
H58 1.4781 -4.7170 0.8456  0.086
H59 2.1269 -3.1924 0.1733  0.104
H60 2.0416 -4.6789 -0.8626  0.091
C28 -4.6033 -1.1666 -4.3966  -0.103
C29 -3.1902 -0.7321 -4.1656  -0.222
C30 -2.9870 0.3859 -3.0542  -0.068
N4 -1.4722 0.8130 -2.8455  -0.130
C31 -1.0150 1.6462 -4.1140  -0.033
C32 0.3031 2.3989 -3.7823  -0.117
C33 0.3649 3.1597 -2.3814  -0.107
C34 -0.1045 2.2956 -1.1782  -0.131
C35 -1.5161 1.6364 -1.5555  -0.010
C36 -0.5867 -0.4700 -2.7657  0.006
H61 -5.2940 -0.3235 -4.4097  0.076
H62 -4.8794 -1.7289 -3.5045  0.047
H63 -4.7085 -1.8397 -5.2475  0.083
H64 -2.6983 -0.5957 -5.1287  0.101
H65 -2.6948 -1.6567 -3.8693  0.098
H66 -3.3924 0.0962 -2.0848  0.082
H67 -3.5132 1.2765 -3.3978  0.117
H68 -1.8775 2.3003 -4.2417  0.116
H69 -0.9744 0.9091 -4.9160  0.119
H70 0.4960 3.2169 -4.4763  0.116
H71 1.1810 1.7550 -3.8330  0.064
H72 -0.3783 3.9567 -2.4050  0.106
H73 1.3718 3.5595 -2.2617  0.101
H74 -0.3176 2.9008 -0.2970  0.115
H75 0.7452 1.6925 -0.8584  0.061
H76 -2.2042 2.4723 -1.6819  0.144
H77 -1.8208 0.9432 -0.7715  0.101
H78 -0.4821 -0.9355 -3.7457  0.110
H79 -1.0712 -1.1932 -2.1097  0.054
H80 0.3540 -0.2211 -2.2745  0.082
O1 2.1876 1.2235 -1.3373  0.019
C37 2.4042 0.9703 -2.6354  -0.787
O2 3.0243 1.6980 -3.4016  0.043
O3 1.7851 -0.0154 -3.1210  -0.213
H81 1.6773 0.4117 -1.3843  0.079
O4 0.7797 2.6207 1.1990  -0.061
C38 0.5242 3.6463 2.0209  -0.847
O5 1.4473 4.2587 2.5498  0.008
O6 -0.6300 3.9406 2.1659  0.059
H82 -0.1005 2.2468 1.1147  0.043
O7 1.2162 -0.2771 0.1852  0.087
C39 -0.0801 -0.1103 0.0887  -0.809
O8 -0.9231 -0.8805 -0.3645  -0.197
O9 -0.4142 0.9932 0.4842  -0.140
H83 1.2179 0.6700 0.3418  0.096
O10 -3.1879 -1.2808 -1.4168  -0.082
C40 -3.6510 -2.5000 -1.1700  -0.831
O11 -4.6191 -2.9368 -1.7929  0.044
O12 -3.0103 -3.2224 -0.3972  -0.029
H84 -2.4249 -1.2811 -0.8343  0.034

***

2.
A molecular structure, C3H9NPS in a non-equilibrium geometry. Source: the OMol25 dataset; level of theory: ωB97M-V/def2-TZVPD.

Net charge   +1
ΔE to the lowest compared entry with this formula, charge and spin   1.158 eV
E_LUMO   -4.5 eV

Each line ends with the Löwdin charge.
Element x y z (Å)
C1 0.0562 -0.4294 -0.0668  -0.572
C2 -0.5980 0.5268 -1.4132  -0.473
C3 0.2898 -0.6079 1.5075  -0.196
N1 1.5134 -0.7841 1.8947  0.190
P1 0.3608 2.0770 -1.4379  0.793
S1 -0.9644 -1.9411 0.0826  0.850
H1 1.0017 -0.7982 -0.5097  0.078
H2 -0.2466 -0.0622 -2.2953  0.075
H3 -1.7196 0.4345 -1.0773  0.091
H4 -0.6540 -0.5957 2.0974  0.129
H5 -2.1857 -1.3175 0.3817  -0.037
H6 1.8020 -0.8518 2.8194  0.121
H7 2.2880 -0.8829 1.2416  0.155
H8 -0.5934 2.7915 -0.6830  -0.092
H9 -0.3502 2.4409 -2.5417  -0.111

***

3.
C6H7N3O4 in the gas phase in a non-equilibrium geometry. Source: the OMol25 dataset; level of theory: ωB97M-V/def2-TZVPD.

ΔE to the lowest compared entry with this formula, charge and spin   5.906 eV
E_LUMO   -0.6 eV

Each line ends with the Löwdin charge.
Element x y z (Å)
C1 1.3630 0.2614 1.4520  -0.173
C2 0.2075 0.6175 -1.3751  -0.155
C3 -0.8853 -1.5772 0.0646  -0.468
C4 2.1368 0.3079 0.2483  -0.124
C5 1.3579 1.2342 -0.7624  -0.108
C6 -0.7222 -0.0719 0.3632  -0.197
N1 0.1349 0.1497 1.4680  0.131
N2 -2.1270 -2.0067 -0.1048  0.222
N3 -1.8244 0.8047 0.3304  -0.329
O1 -2.9561 0.5456 -0.0806  0.065
O2 -0.3938 0.5709 -2.4141  0.172
O3 0.1033 -2.2252 -0.2546  0.056
O4 -1.5172 1.9758 0.6566  0.049
H1 1.8358 0.1363 2.4304  0.133
H2 3.2708 0.7200 0.1244  0.176
H3 2.2030 -0.6738 -0.0874  0.089
H4 1.9910 1.6171 -1.6703  0.174
H5 0.8749 2.0297 -0.2767  0.112
H6 -2.8787 -1.4214 0.0215  0.055
H7 -2.1743 -2.9947 -0.1333  0.120

***

4.
C5H11N in the gas phase. Source: the OMol25 dataset; level of theory: ωB97M-V/def2-TZVPD.

ΔE to the lowest compared entry with this formula, charge and spin   3.165 eV
E_LUMO (alpha / beta)   1.0 / 1.0 eV

Each line ends with the Löwdin charge.
Element x y z (Å)
C1 1.2145 -1.2119 -0.0501  -0.086
C2 0.8245 1.0647 1.1155  -0.056
N1 -0.3507 0.5869 0.6626  -0.276
C3 -1.4875 1.2429 0.8775  -0.002
C4 -0.2673 -0.6897 -0.1037  -0.335
C5 -0.6000 -0.4692 -1.5865  -0.067
H1 1.9993 -0.4423 -0.1300  0.072
H2 1.4773 -1.7795 0.8473  0.077
H3 1.3610 -1.8353 -0.9263  0.065
H4 1.4176 0.4044 1.7311  0.059
H5 0.9588 2.1268 1.1419  0.050
H6 -1.4845 1.9419 1.7043  0.059
H7 -2.3508 1.1512 0.2310  0.054
H8 -1.0393 -1.3484 0.3317  0.144
H9 -1.5996 -0.0687 -1.7943  0.071
H10 -0.5112 -1.4350 -2.1045  0.081
H11 0.1490 0.2199 -1.9880  0.090

***

5.
5 unconnected molecules or ions with the total composition CH11NO4 in a non-equilibrium geometry. Source: the OMol25 dataset; level of theory: ωB97M-V/def2-TZVPD.

Net charge   -1
ΔE to the lowest compared entry with this formula, charge and spin   2.116 eV
E_LUMO (alpha / beta)   3.9 / 0.2 eV
Spin multiplicity   2

Each line ends with the Löwdin charge.
Element x y z (Å)
C1 -0.1613 1.2107 -0.8036  -0.149
N1 -0.9418 1.2246 0.3740  0.151
H1 0.5267 0.3739 -0.8971  0.106
H2 0.3805 2.1481 -0.9887  0.085
H3 -0.8074 1.1584 -1.6774  0.056
H4 -1.6993 0.5513 0.2720  0.108
H5 -2.5439 -1.1838 -2.7728  -0.095
O1 -1.9086 -0.7806 -2.1802  -0.403
H6 -1.2045 -1.5614 -1.3536  -0.076
H7 -0.9149 -2.7784 -0.2115  -0.041
O2 -0.4660 -2.1190 -0.7428  -0.246
H8 0.7794 0.1177 3.2509  -0.049
H9 -0.3844 1.0641 1.2216  0.025
O3 0.6886 0.2830 2.3022  -0.315
H10 2.1852 0.4418 1.5689  -0.041
H11 3.4443 -0.4308 1.5652  0.006
O4 3.0274 0.2802 1.0729  -0.123

***

6.
A molecular structure, C38H43ClLuN3O2P in a non-equilibrium geometry. Source: the OMol25 dataset; level of theory: ωB97M-V/def2-TZVPD.

Net charge   -1
E_LUMO (alpha / beta)   2.5 / 2.5 eV

Each line ends with the Löwdin charge.
Element x y z (Å)
Lu1 -0.8924 -1.2198 -0.9464  1.176
Cl1 0.1976 0.8736 -1.6397  0.172
N1 1.0197 -2.1173 -1.0225  -0.061
N2 -2.7307 -0.2343 -0.6623  -0.050
C1 1.6643 -2.3480 -2.1746  -0.360
C2 -3.6404 -0.0536 -1.6197  -0.351
C3 1.8969 -2.2924 0.0993  -0.584
C4 3.2371 -2.3329 -0.5943  -0.035
C5 1.5433 -3.6248 0.7480  -0.048
C6 1.7900 -1.1935 1.0894  -0.131
H1 1.2146 -4.3548 -0.0110  0.076
H2 0.7236 -3.5065 1.4727  0.073
H3 2.4246 -4.0284 1.2608  0.076
H4 2.2151 -0.2492 0.6826  0.034
H5 2.2621 -1.4169 2.0430  0.093
H6 0.6985 -0.9700 1.3180  0.024
C7 -3.1287 0.4372 0.5590  -0.576
C8 -4.5868 0.6606 0.2794  -0.051
C9 -2.4055 1.7397 0.6961  -0.124
C10 -2.8887 -0.4593 1.7724  -0.073
H7 -3.3238 -1.4572 1.6148  0.062
H8 -3.3346 0.0076 2.6572  0.080
H9 -1.8098 -0.5909 1.9566  0.031
H10 -2.4990 2.3677 -0.1980  0.092
H11 -1.3000 1.5693 0.8049  -0.025
H12 -2.7245 2.2847 1.5858  0.085
O1 -4.7128 0.5204 -1.1857  0.041
H13 -4.9566 1.6527 0.5516  0.129
H14 -5.2328 -0.1180 0.7211  0.132
O2 2.9105 -2.6255 -1.9996  0.048
H15 3.9143 -3.1112 -0.2309  0.127
H16 3.7482 -1.3510 -0.5899  0.130
C11 1.0721 -2.3162 -3.5291  -0.062
C12 -3.5178 -0.4375 -3.0395  -0.060
C13 -2.6641 -1.6606 -3.2602  -0.271
H17 -3.0712 0.4301 -3.5510  0.133
H18 -4.5331 -0.5655 -3.4057  0.117
C14 -1.2852 -1.4857 -3.4329  -0.204
C15 -0.4148 -2.5813 -3.5111  -0.268
H19 -0.8785 -0.4644 -3.5519  0.043
C16 -0.9376 -3.8673 -3.4911  -0.273
C17 -2.3159 -4.0231 -3.3714  -0.051
C18 -0.0433 -5.0694 -3.4986  -0.060
C19 -3.1870 -2.9477 -3.2360  -0.271
H20 -2.7245 -5.0314 -3.3304  0.079
C20 -4.6419 -3.1888 -2.9637  -0.063
H21 -4.8815 -4.2560 -3.0715  0.070
H22 -5.2976 -2.6270 -3.6387  0.074
H23 -4.8975 -2.9006 -1.9316  0.075
H24 0.6955 -5.0388 -4.3073  0.074
H25 -0.6336 -5.9897 -3.6139  0.071
H26 0.5096 -5.1564 -2.5477  0.072
H27 1.6241 -3.0420 -4.1218  0.120
H28 1.2748 -1.3115 -3.9304  0.127
N3 -0.2501 0.2330 0.6512  -0.620
P1 0.7882 1.4643 1.2315  0.925
C21 1.3267 0.9067 2.9440  -0.291
C22 2.6606 0.9551 3.3997  -0.115
C23 3.0063 0.5362 4.6857  -0.096
C24 2.0303 0.0461 5.5489  -0.107
C25 0.7051 -0.0140 5.1231  -0.086
C26 0.3572 0.4215 3.8418  -0.068
C27 2.1863 2.1240 0.0609  -0.326
C28 1.8152 3.1420 -0.8476  -0.186
C29 2.7179 3.7073 -1.7397  -0.087
C30 4.0485 3.2726 -1.7485  -0.109
C31 4.4444 2.2910 -0.8550  -0.103
C32 3.5230 1.7240 0.0463  -0.119
C33 0.4103 3.2971 1.7870  -0.233
C34 -0.6680 4.1382 1.4663  -0.092
C35 -0.7564 5.4567 1.9285  -0.097
C36 0.2605 6.0054 2.6882  -0.111
C37 1.3779 5.2209 2.9741  -0.087
C38 1.4382 3.9035 2.5192  -0.100
H29 3.4576 1.3447 2.7552  0.090
H30 4.0487 0.5985 5.0166  0.100
H31 2.3028 -0.2850 6.5525  0.096
H32 -0.0656 -0.3976 5.7983  0.101
H33 -0.6947 0.3777 3.5369  0.096
H34 0.7852 3.5166 -0.8769  0.089
H35 2.3963 4.4873 -2.4374  0.103
H36 4.7579 3.7113 -2.4507  0.094
H37 5.4882 1.9525 -0.8502  0.097
H38 3.9221 0.9584 0.7279  0.087
H39 -1.5073 3.8607 0.8084  0.080
H40 -1.6245 6.0689 1.6655  0.101
H41 0.2025 7.0326 3.0379  0.094
H42 2.2029 5.6499 3.5469  0.099
H43 2.3615 3.3651 2.7605  0.094

***

- Number 4 is which compound?
  C5H11N

***

- Number 6 is which compound?
  C38H43ClLuN3O2P

***

- What is the formula in the fifth record?
  CH11NO4